Below is a structure of composition C46H33Cl2IN7O4Ta, with properties calculated with ωB97M-V/def2-TZVPD.

The orbital gap is 5.46 eV. Its largest force on an atom is 0.0028 Eh/bohr. The spin multiplicity is 1. Its HOMO energy is -0.4694 Eh. Its total charge is +2. The calculation puts the LUMO energy at -0.2687 hartree. Its energy above the lowest of the compared OMol25 structures with the same formula, charge and spin is 5.73 kcal per mole.

Last column: Mulliken charge in e.
Element x y z (Å)
Ta  -0.23511  0.54749  -1.60105  2.39
C  -2.31974  5.16167  0.68013  -0.81
C  -2.13869  4.11360  1.57360  -1.11
C  -1.28238  3.06910  1.26034  0.39
C  -0.60647  3.07641  0.04595  -0.74
C  -0.76784  4.13087  -0.84090  -0.33
C  -1.62973  5.17155  -0.52313  -0.83
N  0.27910  1.99015  -0.31699  1.78
C  1.52257  1.94484  0.37157  1.27
C  1.85490  2.64899  1.51934  -0.90
C  3.13841  2.51704  2.03751  -0.78
C  4.10552  1.71286  1.43608  -0.72
C  3.80415  1.03987  0.26883  -0.59
C  2.51445  1.16530  -0.23005  0.01
N  2.05644  0.71195  -1.46701  1.42
N  2.83864  0.45832  -2.39100  -1.52
C  2.16284  0.42164  -3.63297  0.36
C  2.89201  0.19574  -4.77350  -0.82
C  2.27564  0.42658  -6.00125  -0.25
C  0.99140  0.93257  -6.01478  -1.32
C  0.32463  1.11999  -4.80997  -0.19
N  0.87202  0.81951  -3.63342  -0.11
H  -2.98935  5.97421  0.92713  0.46
H  -2.66212  4.11032  2.52070  0.50
H  -1.13579  2.25521  1.95933  0.61
H  -0.22408  4.13252  -1.77727  0.45
H  -1.75630  5.99189  -1.21656  0.47
H  1.14075  3.30027  2.00017  0.58
H  3.39112  3.05946  2.93929  0.44
H  5.08771  1.62325  1.87870  0.49
H  4.53238  0.42551  -0.24339  0.55
H  3.92535  -0.10854  -4.68861  0.56
H  2.81577  0.26120  -6.92348  0.47
H  0.49926  1.19970  -6.93864  0.47
H  -0.65989  1.56041  -4.78035  0.84
O  -3.35538  2.66588  -3.14174  -0.57
C  -2.70148  1.99829  -2.40510  -0.23
O  -1.39340  1.74326  -2.60272  -0.83
C  -3.21068  1.30370  -1.18383  1.01
C  -4.57801  1.31602  -0.92818  -1.07
C  -5.03037  0.60651  0.14967  -1.10
C  -4.10293  0.00714  1.01869  1.36
C  -4.53243  -0.66734  2.18971  -0.93
C  -3.62540  -1.13592  3.08974  -1.19
C  -2.24919  -0.90422  2.87337  -0.56
C  -1.80300  -0.28863  1.73951  0.93
C  -2.71403  0.13145  0.74521  -1.00
N  -2.29340  0.69354  -0.44256  1.37
H  -5.22756  1.85283  -1.60421  0.66
H  -6.08900  0.52852  0.36424  0.52
H  -5.59589  -0.77565  2.36039  0.49
H  -3.95233  -1.64589  3.98540  0.46
H  -1.52997  -1.21189  3.62179  0.48
H  -0.75245  -0.10169  1.61850  -0.60
I  -2.06690  -3.12604  -0.55481  0.29
C  -2.48024  -2.25760  -2.40668  0.30
C  -3.31869  -3.01169  -3.22029  -0.78
C  -3.68782  -2.52658  -4.45849  -0.45
C  -3.21020  -1.28454  -4.83693  -1.33
C  -2.38310  -0.60667  -3.96929  -0.11
N  -1.98923  -1.06073  -2.76195  0.36
H  -3.67649  -3.96810  -2.86915  0.50
H  -4.34041  -3.10068  -5.10227  0.44
H  -3.47435  -0.83335  -5.78252  0.52
H  -2.03505  0.37101  -4.24587  0.44
Cl  0.83747  0.53097  4.08924  -0.20
C  2.49318  -0.01821  4.10232  1.46
C  3.34340  0.45130  5.08835  -0.67
C  4.65297  -0.00074  5.11977  -0.66
C  5.10402  -0.90341  4.16831  -0.50
C  4.24042  -1.34018  3.17939  0.86
Cl  4.82340  -2.42404  1.95991  -0.18
C  2.91247  -0.91400  3.12032  -2.06
N  2.07853  -1.34484  2.07124  1.90
C  1.53062  -2.66520  2.15084  0.63
C  1.26965  -3.26976  3.37572  -0.51
C  0.74980  -4.55306  3.43084  -0.90
C  0.48384  -5.24623  2.25876  -0.75
C  0.75306  -4.64930  1.03740  -0.55
C  1.27703  -3.36241  0.96963  0.09
C  1.65365  -2.77956  -0.36712  -1.44
C  0.80490  -1.66969  -0.86581  0.23
O  0.67819  -1.38523  -2.09743  -0.74
O  0.23356  -0.82707  -0.08261  0.40
H  2.97348  1.14449  5.83093  0.54
H  5.32361  0.34597  5.89368  0.45
H  6.12264  -1.26516  4.18240  0.51
H  1.36375  -0.66186  1.86086  -1.63
H  1.48695  -2.73149  4.29041  0.54
H  0.55965  -5.01479  4.39052  0.48
H  0.09155  -6.25335  2.29538  0.46
H  0.58252  -5.20099  0.11999  0.54
H  1.70352  -3.53905  -1.14665  0.79
H  2.65395  -2.32554  -0.28056  0.01